No. 1
ORCA calculation (ωB97M-V/def2-TZVPD) on C6H16F3N4P as an isolated structure at a distorted geometry.

```
30
Properties=species:S:1:pos:R:3:forces:R:3:mulliken_charge:R:1
C -0.035072 -0.414929 2.759579 1.6301 0.7729 0.9521 -1.0614
C -1.552631 -1.473900 1.083587 0.2623 -1.5231 1.0278 -0.9206
C -0.541020 1.139132 -2.216861 -1.5956 3.6405 -1.2980 -1.0166
C -2.093817 1.973514 -0.658753 0.2416 -0.4352 3.2746 -0.9718
C 1.111808 -2.056986 -1.078742 4.1409 0.6888 0.0115 -1.2060
C 2.609106 -0.275692 -0.323724 3.0355 -1.8836 0.5113 0.2584
N 0.722110 1.832402 1.017969 0.2141 1.1454 -0.6507 -0.6448
N -0.738835 -0.336884 1.501682 0.2420 0.8485 -1.5119 0.2511
N -1.062437 0.968892 -0.897612 -0.3899 -0.8028 0.2553 0.2070
N 1.471775 -0.703750 -0.842601 -3.7256 2.8679 0.7260 -0.2168
F 3.736525 -0.320648 -1.173371 -0.9280 -0.0528 0.0811 -0.3369
F 3.101987 -1.060970 0.778963 -0.4994 0.2521 -0.4022 -0.3659
F 0.644246 2.818296 -0.127718 0.4820 -0.4648 1.0004 -0.2981
P -0.004019 0.620080 0.295764 0.2532 -2.9561 -0.1074 0.7841
H 0.512311 0.516600 3.031222 -0.1008 -0.4941 -0.9864 0.3544
H -0.585028 -0.502690 3.665089 -1.7996 -0.2697 0.3026 0.3515
H 0.655605 -1.245416 2.855208 0.4326 -0.2149 -0.5892 0.3883
H -1.002701 -2.418760 0.929748 0.4657 0.4644 -0.1656 0.2826
H -2.235636 -1.809152 1.886453 -0.0113 0.8637 -0.2232 0.3485
H -2.095641 -1.292300 0.177657 -0.3265 0.4282 -0.3212 0.3284
H -0.289603 2.253368 -2.239320 0.5746 -1.2920 -0.3750 0.3030
H 0.310604 0.541708 -2.329084 0.9625 -0.8817 -0.9820 0.4532
H -1.379559 1.173694 -2.995363 1.1221 -1.1684 0.9255 0.2654
H -2.937033 1.705602 -1.261290 -0.6915 -0.0424 -0.1701 0.3809
H -2.322530 1.875823 0.493416 -0.0579 0.6887 -2.3201 0.3213
H -1.724957 2.976171 -0.928832 -0.1453 -0.2969 0.3189 0.3156
H 1.242361 -2.623997 -0.228025 -0.0804 -1.4902 2.0894 0.3805
H 0.179150 -2.066565 -1.412513 -4.0188 -0.4259 -1.6126 0.4165
H 1.812865 -2.477790 -1.792962 -0.0717 -0.1121 -0.5292 0.3606
H 2.490068 0.685150 0.030441 0.3829 2.1456 0.7686 0.2876
```
Forces are in eV/Å.

The gap between HOMO and LUMO is 9.72 eV. The calculation puts the total energy at -1098.0079 Ha. Its HOMO energy is -9.3 eV.

***

No. 2
ORCA calculation (ωB97M-V/def2-TZVPD) on C6H16Li2N4O6 as an isolated structure at a distorted geometry.

```
34
Properties=species:S:1:pos:R:3:forces:R:3:mulliken_charge:R:1
Li -8.687275 -4.294562 -5.772496 1.1951 -0.8410 -0.4830 0.7252
Li -10.722065 -5.511278 -7.141652 1.6925 0.6094 0.9577 0.7202
O -9.701278 -3.781899 -7.473560 -0.8621 -0.6365 0.7159 -0.9243
C -8.641509 -3.349020 -8.264867 0.6822 0.1563 -0.2645 -0.3583
C -7.291236 -4.068878 -8.024433 0.1845 -1.5861 0.7615 -0.2500
O -6.886893 -4.186865 -6.731372 -0.9068 0.7978 -0.2043 -0.9662
H -8.414908 -2.280322 -8.072121 -0.3128 0.1172 -0.1682 0.1133
H -8.874698 -3.513952 -9.337332 0.0087 0.3835 -0.0960 0.3049
H -6.497636 -3.639341 -8.687184 -0.2580 0.4715 -0.2273 0.2831
H -7.429399 -5.107220 -8.453153 -0.1799 0.0482 -0.2480 0.0554
O -9.855985 -6.076020 -5.378139 -0.3867 0.5707 -0.8182 -0.8508
C -9.547730 -7.451822 -5.483432 -0.6756 0.4156 -0.3525 -0.3242
C -8.103958 -7.978200 -5.591956 1.5243 0.9843 0.2642 -0.4621
O -7.214857 -7.609595 -4.664688 -0.5128 -0.3662 0.5398 -0.8793
H -9.985203 -7.798357 -6.459265 -0.2637 -0.5139 0.1676 0.0157
H -10.026622 -7.993398 -4.642249 0.0770 -0.2061 -0.1102 0.2190
H -7.713394 -7.651748 -6.596325 -0.4346 -0.1502 -0.3493 0.0130
H -8.254539 -9.095973 -5.648349 -0.2732 -0.2093 -0.2478 0.2640
C -9.588494 -2.125283 -4.393890 -0.8073 0.6031 -1.4204 0.5981
O -8.511917 -2.651482 -4.591820 0.1889 -0.3071 0.8595 -0.6269
N -9.822162 -1.272990 -3.334568 0.2891 0.2024 0.5060 -0.4601
N -10.598048 -2.253394 -5.316733 0.3306 0.1376 1.1045 -0.2035
H -10.715386 -0.917645 -3.052813 -0.1859 -0.2444 -0.2734 0.1468
H -9.086596 -1.182172 -2.658056 0.0937 -0.2012 -0.0556 0.2449
H -11.401141 -1.659891 -5.241485 -0.0980 -0.0189 -0.1885 0.1612
H -10.296739 -2.699424 -6.201513 -0.1708 -0.2367 -0.5930 0.1881
C -11.696291 -5.817454 -2.480910 -0.7290 -0.2043 -0.6055 0.3853
O -12.310828 -5.687353 -1.416166 0.2854 0.0616 0.0190 -0.7668
N -10.655799 -5.074057 -2.918167 -0.3049 0.2388 -0.0545 -0.2218
N -12.077156 -6.753357 -3.435110 0.3561 0.9070 0.5429 -0.2853
H -10.373914 -4.250464 -2.423477 -0.0809 -0.0618 0.2432 0.1361
H -10.439499 -5.165003 -3.921397 0.6672 -0.4129 0.1831 0.4930
H -12.835448 -7.357837 -3.200167 0.1151 -0.2792 0.0007 0.1609
H -11.423667 -6.887002 -4.201673 -0.2474 -0.2292 -0.1057 0.3512
```
Forces are in eV/Å.

The gap between HOMO and LUMO is 3.12 eV. The calculation puts the total energy at -923.8185 Ha. Its HOMO energy is 0.8 eV. The net charge is -2.

***

Lowest unoccupied orbital energy: 0.445 3.886 (eV)